(1)
Density functional theory data (ωB97M-V/def2-TZVPD) for a 17-piece molecular cluster, C53H118Cl22O18 overall in a non-equilibrium geometry.

Geometry (Å):
C: 18.1684 13.2200 16.3703
Cl: 16.9128 13.6190 15.1920
Cl: 19.2036 14.5992 16.7707
H: 17.7060 12.9046 17.2854
H: 18.7930 12.4009 15.9276
C: 18.5748 15.3123 11.3308
Cl: 16.7860 15.2786 11.4367
Cl: 19.4171 15.4441 12.8455
H: 18.8637 14.3842 10.8011
H: 18.8561 16.1550 10.7121
C: 20.0673 12.4261 21.8316
Cl: 18.9919 11.4996 22.8589
Cl: 19.3469 13.8610 21.1267
H: 20.9813 12.7077 22.3640
H: 20.4108 11.6744 21.1303
C: 21.6786 16.3584 19.0537
Cl: 20.7471 17.8108 19.3897
Cl: 23.4727 16.5835 19.0140
H: 21.5580 15.6634 19.8650
H: 21.4528 15.9249 18.0981
C: 20.5913 9.7239 18.1353
Cl: 20.2750 10.1260 16.4439
Cl: 19.2884 10.1976 19.1899
H: 20.7517 8.6741 18.1723
H: 21.4880 10.3027 18.3506
Cl: 24.5077 10.3446 18.7547
C: 24.8528 12.0653 18.2688
C: 23.7747 12.7831 17.5232
Cl: 22.2344 12.6948 18.4292
H: 25.7325 12.1858 17.5948
H: 25.0896 12.5980 19.2119
H: 23.6108 12.3015 16.5839
H: 23.9703 13.8594 17.4086
Cl: 21.4987 17.0678 24.2008
C: 21.7570 15.6066 23.1099
C: 23.1985 15.5922 22.5878
Cl: 23.2456 14.2453 21.4091
H: 21.0681 15.7563 22.3026
H: 21.5643 14.6816 23.6876
H: 23.8881 15.4676 23.3971
H: 23.4217 16.5151 22.0400
Cl: 14.6069 22.1612 21.6486
C: 15.8508 21.0284 21.0127
C: 15.2253 19.8744 20.2851
Cl: 14.6214 20.3612 18.6965
H: 16.4714 20.7126 21.8189
H: 16.4040 21.6230 20.2854
H: 14.4344 19.2933 20.7498
H: 15.9672 19.1262 20.1541
Cl: 16.3079 16.8153 18.0136
C: 16.7047 17.6953 16.5265
C: 18.0537 18.2660 16.2996
Cl: 18.2908 19.7627 17.2786
H: 15.9384 18.4720 16.4036
H: 16.5717 16.9954 15.7128
H: 18.2324 18.6003 15.2402
H: 18.8921 17.5612 16.5422
Cl: 23.7765 21.6178 23.6937
C: 22.3991 21.0073 22.7557
C: 22.8451 20.8168 21.3247
Cl: 23.8189 19.3533 21.0754
H: 21.6049 21.7853 22.8120
H: 22.0858 20.0487 23.1457
H: 23.5049 21.6521 21.0531
H: 21.9690 20.8006 20.6980
Cl: 22.1151 15.9327 15.6607
C: 22.5767 16.9219 14.1775
C: 23.7761 16.4557 13.4936
Cl: 23.5547 14.9846 12.5230
H: 22.7025 17.9036 14.6135
H: 21.6688 17.0681 13.5662
H: 24.5109 16.1731 14.2743
H: 24.1696 17.2106 12.8343
C: 30.6498 19.2777 19.9149
O: 29.5393 18.6602 20.5517
C: 28.5435 18.3318 19.5896
C: 27.3571 17.6056 20.2496
O: 27.6024 16.2192 20.4245
C: 26.4830 15.6719 21.1449
C: 26.7681 14.3699 21.8133
O: 26.6087 13.2464 20.9995
C: 27.6959 13.1391 20.1461
H: 31.3669 18.6278 19.3506
H: 31.2244 19.7101 20.7309
H: 30.2324 19.9819 19.2136
H: 28.8834 17.7197 18.7488
H: 28.2123 19.2958 19.1416
H: 26.4724 17.7415 19.5685
H: 27.1503 18.1303 21.1852
H: 25.7124 15.4347 20.4142
H: 26.0741 16.4276 21.8217
H: 26.0366 14.2627 22.6392
H: 27.7518 14.4847 22.3372
H: 28.5364 13.6476 20.6011
H: 27.5531 13.5642 19.1128
H: 27.9181 12.0671 20.0320
C: 25.1566 10.1664 13.6413
O: 23.7803 10.5834 13.7053
C: 22.9076 9.5216 14.1058
C: 22.2554 8.8869 12.8958
O: 21.1061 9.6028 12.4325
C: 21.3391 10.8802 11.8186
C: 20.3532 11.7801 12.4911
O: 20.4971 11.7938 13.9217
C: 21.5142 12.6419 14.3771
H: 25.7435 11.0162 13.2875
H: 25.2385 9.3436 12.9515
H: 25.5064 9.8281 14.6231
H: 22.1680 9.8983 14.8125
H: 23.4242 8.7673 14.7106
H: 21.8258 7.9143 13.1754
H: 23.0008 8.7186 12.1013
H: 21.2169 10.8405 10.7560
H: 22.3280 11.2253 12.0714
H: 19.3248 11.5475 12.2245
H: 20.5959 12.7381 12.0644
H: 21.2359 13.6797 14.1246
H: 22.4616 12.4043 13.9157
H: 21.5573 12.5733 15.4556
C: 15.8132 12.7136 22.1606
O: 15.6017 12.2818 20.8401
C: 15.3745 13.2944 19.9267
C: 15.3172 12.5640 18.5659
O: 14.0642 11.8604 18.5442
C: 13.9805 10.8124 17.6265
C: 12.5471 10.2686 17.6723
O: 11.5841 11.2092 17.3507
C: 11.5709 11.5452 15.9686
H: 14.8623 13.1309 22.5702
H: 16.6247 13.5064 22.2714
H: 15.9968 11.8679 22.7925
H: 16.2888 13.9088 19.8882
H: 14.4558 13.8792 20.2289
H: 16.1809 11.8444 18.4832
H: 15.3835 13.2666 17.6945
H: 14.7000 10.0631 17.9712
H: 14.3186 11.2144 16.6352
H: 12.4534 9.8892 18.7155
H: 12.4961 9.5111 16.9425
H: 12.5449 11.8107 15.5869
H: 10.7616 12.2932 15.9248
H: 11.2704 10.6952 15.3582
C: 11.6089 20.5044 22.6384
O: 12.1617 19.5320 23.5485
C: 11.7527 18.2002 23.2457
C: 12.5032 17.6620 22.0574
O: 13.8417 17.4248 22.4689
C: 14.4670 16.4511 21.6254
C: 15.9412 16.3608 21.8981
O: 16.6048 17.5258 21.4040
C: 17.8932 17.8993 21.8011
H: 12.1936 20.5048 21.7150
H: 11.8937 21.4468 23.1011
H: 10.5255 20.3696 22.5016
H: 10.6842 18.1432 23.0510
H: 11.9444 17.6189 24.1208
H: 12.4856 18.3874 21.2266
H: 12.1557 16.7262 21.6751
H: 14.3487 16.8166 20.6194
H: 13.9753 15.4680 21.6762
H: 16.4065 15.5716 21.3103
H: 16.0818 16.2941 22.9802
H: 18.0743 17.9930 22.8649
H: 18.1001 18.8347 21.3318
H: 18.6303 17.1745 21.3963
C: 26.2185 17.6479 10.0353
O: 25.9535 17.6022 11.4352
C: 26.8785 16.9709 12.2971
C: 27.0537 15.5207 11.8795
O: 27.7087 14.8078 12.9575
C: 27.0801 14.6872 14.2518
C: 28.2020 14.6035 15.2595
O: 28.7504 15.8303 15.7957
C: 27.9072 16.6132 16.6094
H: 26.2546 16.6300 9.6311
H: 27.1085 18.1894 9.7408
H: 25.3860 18.1209 9.5559
H: 26.4655 17.1325 13.3030
H: 27.8571 17.4895 12.2432
H: 27.7630 15.4342 11.0643
H: 26.1434 15.0174 11.5525
H: 26.4458 13.7611 14.2639
H: 26.3572 15.5145 14.4804
H: 29.0292 14.0551 14.8238
H: 27.8274 13.9971 16.1096
H: 26.9026 16.9062 16.2037
H: 28.4433 17.4887 16.9317
H: 27.8630 16.0941 17.5489
C: 22.1778 17.4833 10.7655
O: 21.9032 18.5613 11.6869
C: 20.5597 18.9621 11.8286
C: 20.4539 20.0981 12.7667
O: 20.8999 19.6593 14.0573
C: 20.7397 20.7084 14.9508
C: 21.2432 20.2673 16.3371
O: 22.6722 20.4644 16.4674
C: 23.0964 20.4350 17.7990
H: 23.2472 17.2897 10.9148
H: 21.9099 17.7712 9.7367
H: 21.5285 16.6373 11.0504
H: 19.9843 18.1637 12.3104
H: 20.1608 19.1618 10.8461
H: 19.4789 20.5648 12.7661
H: 21.0893 20.9249 12.5382
H: 19.6389 20.8902 15.0611
H: 21.2727 21.5987 14.5966
H: 21.0009 19.2366 16.4740
H: 20.7872 20.8692 17.1032
H: 22.6810 21.3041 18.3767
H: 24.1872 20.5916 17.7512
H: 22.9174 19.4996 18.3128

Calculated values
2S+1: 1

(2)
Density functional theory data (ωB97M-V/def2-TZVPD) for a 12-piece molecular cluster, C53H133N7O12 overall in a non-equilibrium geometry.

Geometry (Å):
C: -1.8397 -2.2097 4.0232
C: -2.6391 -3.5405 3.8754
C: -1.7710 -4.6506 4.5004
C: -3.9118 -3.3576 4.7459
C: -4.9468 -4.4180 4.5226
C: -5.2934 -4.3760 3.0693
C: -4.1476 -4.6773 2.1486
C: -3.7181 -6.1352 2.1087
C: -4.6530 -4.3641 0.6827
N: -3.0361 -3.7689 2.5337
O: -1.8654 -4.1254 1.7378
H: -1.8511 -1.9493 5.1198
H: -0.8156 -2.2638 3.6970
H: -2.3489 -1.3712 3.4911
H: -1.4059 -4.4697 5.5219
H: -2.1697 -5.6787 4.5309
H: -0.8950 -4.6895 3.8026
H: -3.6125 -3.2929 5.7507
H: -4.3983 -2.3882 4.4971
H: -4.3921 -5.3412 4.7377
H: -5.7776 -4.2484 5.1587
H: -5.8693 -3.4765 2.8100
H: -6.0047 -5.1549 2.8240
H: -4.3989 -6.8529 1.6852
H: -3.2859 -6.5448 3.0280
H: -2.8184 -6.1420 1.4666
H: -4.4720 -3.3347 0.6310
H: -5.7186 -4.5812 0.5953
H: -4.1528 -4.9661 -0.1763
H: -1.9606 -3.4737 1.0573
C: 3.8586 3.6976 -1.8826
C: 4.9762 3.2216 -0.9301
C: 5.7294 4.4685 -0.3962
C: 4.3517 2.4221 0.1915
C: 3.8477 1.0979 -0.2471
C: 4.9542 0.2929 -0.9217
C: 5.5275 1.0649 -2.1491
C: 6.7253 0.2065 -2.6232
C: 4.5044 1.0667 -3.3181
N: 5.9889 2.3141 -1.6171
O: 6.6745 3.0645 -2.6781
H: 3.2501 4.3462 -1.2919
H: 4.3364 4.1312 -2.7653
H: 3.1763 2.8667 -2.1580
H: 6.2411 5.0010 -1.1786
H: 5.1030 5.0972 0.1852
H: 6.5431 4.0191 0.1542
H: 5.1534 2.2664 0.9290
H: 3.6133 3.0604 0.6873
H: 3.4069 0.5995 0.6779
H: 3.0164 1.1403 -0.9104
H: 4.5618 -0.6337 -1.2970
H: 5.7637 0.1106 -0.2429
H: 6.3580 -0.8417 -2.6186
H: 7.5181 0.3258 -1.9084
H: 6.9843 0.5473 -3.6419
H: 4.5154 1.9755 -3.9193
H: 3.4655 0.9791 -2.9850
H: 4.7279 0.2430 -3.9582
H: 7.5289 2.6428 -2.6472
C: -1.7829 5.9319 3.0818
O: -1.0767 4.8899 2.3927
C: -1.8066 4.2634 1.3671
C: -0.9687 3.1333 0.8083
C: 0.2721 3.5517 0.0843
N: -1.7483 2.3607 -0.2384
H: -2.7028 5.6075 3.5139
H: -2.0330 6.7624 2.3753
H: -1.0301 6.3386 3.8584
H: -2.7710 3.9462 1.7741
H: -2.0564 4.9647 0.5607
H: -0.6637 2.5389 1.6861
H: -0.0475 4.1032 -0.8244
H: 0.8760 2.7151 -0.2102
H: 0.8686 4.2571 0.6893
H: -1.9734 2.9291 -1.0034
H: -2.6760 2.1434 0.1864
C: -1.5418 1.8032 4.4327
O: -0.2871 2.5426 4.5625
C: -0.4347 3.4535 5.6869
C: 0.9171 4.1238 5.8238
C: 1.0223 4.9210 7.1399
N: 1.0400 5.0729 4.7341
H: -1.3525 0.7435 4.3163
H: -2.1371 2.1996 3.5819
H: -2.1519 1.8396 5.3079
H: -1.2228 4.1992 5.5333
H: -0.6927 2.7875 6.5891
H: 1.7245 3.3210 5.7623
H: 0.7448 4.3212 7.9763
H: 0.5420 5.9187 7.1751
H: 2.0465 5.1744 7.3340
H: 0.6439 4.7216 3.9021
H: 2.0431 5.2930 4.5623
C: 0.6896 1.2548 -4.2600
O: 1.5673 1.5860 -5.3169
C: 1.6476 2.9510 -5.5974
C: 2.3795 3.2150 -6.9377
C: 3.8515 2.8009 -6.7684
N: 2.2795 4.5637 -7.3552
H: 0.6226 0.1645 -4.1715
H: -0.2443 1.7262 -4.3686
H: 1.0079 1.6253 -3.2999
H: 0.6775 3.4087 -5.6839
H: 2.1724 3.5205 -4.8181
H: 1.8467 2.5438 -7.5923
H: 4.2340 3.5280 -6.1138
H: 4.3566 2.8551 -7.7170
H: 3.8822 1.9321 -6.1664
H: 3.1153 5.1010 -7.5417
H: 1.6746 4.6672 -8.1700
C: 2.9817 -2.4052 -3.9453
O: 4.0228 -2.5661 -2.9398
C: 4.1199 -3.9405 -2.4751
C: 5.1783 -3.8755 -1.3711
C: 5.8512 -5.1818 -0.8844
N: 4.6170 -3.1649 -0.1844
H: 3.3047 -2.8496 -4.8647
H: 2.7905 -1.2879 -4.0916
H: 2.0469 -2.9600 -3.6286
H: 3.1496 -4.3475 -2.0800
H: 4.4717 -4.5875 -3.2877
H: 5.9018 -3.1661 -1.8289
H: 6.3755 -5.0360 0.0232
H: 6.5422 -5.7370 -1.5349
H: 5.0786 -5.9570 -0.7017
H: 3.9780 -3.7958 0.3258
H: 4.1640 -2.3080 -0.4336
C: -7.2067 0.9510 -2.4506
O: -6.1281 1.2783 -1.5350
C: -6.2068 0.6276 -0.2952
C: -4.9290 0.7424 0.4693
C: -4.9101 -0.0742 1.7956
N: -4.5594 2.0498 0.8029
H: -7.1060 -0.0696 -2.7563
H: -7.1417 1.6259 -3.2168
H: -8.1972 1.0243 -1.9447
H: -6.9962 0.9965 0.4007
H: -6.3228 -0.4682 -0.3327
H: -4.1315 0.3882 -0.2232
H: -5.6048 0.5095 2.5817
H: -3.9365 -0.0985 2.1732
H: -5.2180 -1.1402 1.7283
H: -4.8431 2.7932 0.2351
H: -4.7893 2.3110 1.7591
C: 2.6982 1.1567 3.8104
C: 2.0578 -0.1127 4.3992
C: 2.8142 -1.3495 4.0025
O: 1.7526 -0.0133 5.7965
H: 2.2319 2.1386 3.8692
H: 2.8025 0.8791 2.7852
H: 3.6967 1.2228 4.2475
H: 1.0937 -0.1914 3.8634
H: 2.7932 -1.4541 2.9002
H: 2.3032 -2.1827 4.4701
H: 3.8373 -1.3375 4.4297
H: 2.6088 -0.0797 6.2538
C: -3.5529 -1.7379 -2.5378
C: -2.7621 -2.9286 -1.8855
C: -1.6454 -3.5644 -2.6880
O: -2.3407 -2.4760 -0.6025
H: -3.0007 -0.8419 -2.5301
H: -4.3894 -1.4982 -1.8407
H: -3.9944 -1.8638 -3.5528
H: -3.4731 -3.6798 -1.7199
H: -1.4664 -4.5432 -2.2962
H: -0.6939 -2.9750 -2.7525
H: -1.9914 -3.6229 -3.7535
H: -1.8836 -1.6355 -0.7710
C: -3.8727 6.1897 -4.7165
C: -3.1313 4.9404 -4.2496
C: -4.1468 3.8864 -4.4348
O: -1.8651 4.7016 -4.9148
H: -4.8667 6.2821 -4.3469
H: -3.9206 6.2239 -5.8101
H: -3.3400 7.1454 -4.5165
H: -2.9567 5.1686 -3.1732
H: -3.6103 2.9595 -4.4817
H: -4.7581 3.9855 -5.3319
H: -4.7838 3.8047 -3.5707
H: -1.3410 5.5229 -4.7266
C: 0.2661 -0.2747 1.2025
C: 0.4891 -0.2292 -0.3024
C: 1.4022 -1.3550 -0.7901
O: -0.7672 -0.2072 -1.0297
H: -0.0965 -1.2264 1.5386
H: -0.4677 0.4511 1.6554
H: 1.2384 -0.1285 1.7097
H: 0.9550 0.7540 -0.4639
H: 2.3067 -1.5131 -0.1411
H: 1.6786 -1.1194 -1.8610
H: 0.8218 -2.3204 -0.7206
H: -1.1152 0.7081 -0.9312
C: -0.2801 -7.5127 1.6152
C: 0.1648 -7.1064 0.2050
C: -0.6033 -7.7999 -0.9346
O: 0.0892 -5.6845 0.0006
H: 0.3124 -6.9109 2.2934
H: -0.1412 -8.5905 1.8609
H: -1.3305 -7.1887 1.7833
H: 1.2429 -7.3300 0.0701
H: -0.5324 -7.1201 -1.8365
H: -1.6926 -7.8280 -0.8368
H: -0.3263 -8.8257 -1.1049
H: -0.4396 -5.3105 0.7451

Calculated values
2S+1: 1
SMILES: CC1(C)CCCC(C)(C)N1O.CC1(C)CCCC(C)(C)N1O.COC[C@H](C)N.COC[C@H](C)N.COC[C@H](C)N.COC[C@H](C)N.COC[C@H](C)N.CC(C)O.CC(C)O.CC(C)O.CC(C)O.CC(C)O

In hartree, the Kohn-Sham gap values for the records above are, in order, 0.353, 0.319.
In eV, the lowest unoccupied orbital energy values for the records above are, in order, 0.3, 0.4.
In eV, the HOMO energy values for the records above are, in order, -9.3, -8.3.